Below is a 4-piece molecular cluster, C39H35BO17 overall in a non-equilibrium geometry, with properties calculated with ωB97M-V/def2-TZVPD.

Last column: Löwdin charge in e.
Atoms and positions in Å:
O1 -5.648 -2.495 4.792  0.073
C1 -1.187 -5.971 4.286  -0.201
C2 -5.136 -0.116 4.447  -0.303
H1 1.903 5.347 -1.823  0.106
H2 -4.535 1.933 3.969  0.139
H3 -2.106 6.304 2.964  0.117
C3 3.894 -0.810 -7.210  -0.001
O2 3.539 -0.178 -1.795  -0.027
O3 -3.210 -1.110 0.984  0.082
C4 -4.419 -1.866 2.870  0.076
O4 -0.689 -6.494 3.107  0.082
O5 3.556 7.825 -3.357  0.038
C5 3.358 0.353 -3.010  -0.199
O6 -0.014 6.631 3.509  0.108
H4 1.512 6.555 -5.510  0.122
H5 -1.715 3.337 1.022  0.120
H6 -1.712 -3.005 -0.904  0.127
C6 2.217 -1.915 -4.470  -0.083
H7 -1.065 0.717 -1.760  0.087
C7 4.079 2.542 -4.636  -0.011
H8 -0.254 -2.258 -4.573  0.134
H9 1.012 -3.493 1.645  0.089
H10 -4.351 -2.892 2.531  0.131
H11 1.238 -2.340 -0.639  0.131
C8 -0.949 -6.566 5.457  0.079
O7 2.396 7.061 -5.552  0.011
C9 0.017 -3.240 1.063  -0.118
C10 -2.316 -4.773 6.620  -0.202
C11 0.066 -2.457 -3.440  -0.173
C12 2.955 -2.192 -7.239  -0.041
H12 1.494 -3.713 -5.973  0.105
H13 -0.221 -4.209 0.413  0.082
H14 -6.037 -2.004 5.548  0.120
C13 0.149 5.601 2.862  -0.306
C14 4.825 1.399 -5.603  -0.193
H15 4.460 -0.424 -8.177  0.107
H16 -1.967 -1.511 -3.028  0.143
C15 2.472 4.585 -2.532  0.004
C16 -1.995 -4.724 4.202  -0.282
H17 2.310 5.463 3.181  0.140
H18 -0.361 -7.472 5.533  0.139
H19 2.699 2.490 1.246  0.113
H20 -0.996 -5.884 2.401  0.105
O8 -3.224 1.535 1.717  0.065
C17 -1.485 -6.005 6.707  -0.305
O9 -2.264 5.513 2.405  0.083
C18 3.200 5.113 -3.908  -0.036
C19 -1.098 -1.983 -0.974  -0.164
C20 -4.479 0.910 3.622  0.083
C21 2.152 -2.729 -5.903  0.003
H21 1.600 -0.839 1.350  0.096
O10 -2.837 -4.266 7.796  0.082
H22 2.709 8.282 -3.015  0.132
C22 3.156 -0.548 -4.404  0.055
O11 2.857 3.278 1.811  0.086
O12 -5.739 0.161 5.479  0.110
H23 -0.671 0.619 -3.629  0.088
C23 1.472 4.980 2.695  0.080
C24 1.617 3.868 1.971  -0.202
O13 -1.271 -6.520 7.799  0.108
C25 3.952 -0.017 -5.776  -0.026
O14 6.027 1.597 -6.164  -0.032
H24 0.678 0.166 -2.260  0.056
H25 2.870 -2.779 -8.271  0.094
O15 1.513 -2.291 -3.233  -0.152
H26 -0.906 -3.036 1.754  0.060
C26 -0.444 0.127 -2.591  -0.075
C27 0.266 -2.031 -0.066  -0.342
C28 0.604 -0.629 0.736  -0.106
C29 -2.551 -4.177 5.449  0.086
H27 -3.152 -3.279 5.372  0.121
H28 2.033 2.487 -1.219  0.087
C30 0.452 3.220 1.307  -0.284
C31 -1.020 4.938 2.221  -0.203
C32 -3.783 -0.837 2.033  -0.278
H29 4.542 4.531 -5.959  0.120
O16 -2.181 -4.190 3.114  0.072
H30 -2.525 -4.873 8.502  0.117
C33 -0.875 3.828 1.495  0.081
C34 4.028 4.145 -4.977  0.063
C35 3.302 2.006 -3.256  -0.014
H31 -1.811 -1.176 -0.459  0.089
H32 -0.250 -3.582 -3.231  0.142
H33 -0.241 -0.290 1.474  0.082
H34 -2.840 1.045 0.958  0.110
H35 0.901 0.206 -0.057  0.050
C36 2.524 2.978 -2.189  0.025
O17 0.619 2.210 0.633  0.043
C37 -3.846 0.576 2.496  -0.196
C38 -5.050 -1.533 3.998  -0.215
C39 -0.885 -1.485 -2.523  -0.289
B1 3.082 6.749 -4.249  -0.421

As for the SMILES: CC(C)C[C@@H](C)COc1cccc2c1C(=O)c1ccc(B(O)O)cc1C2=O.O=C1C=C(O)C(=O)C=C1O.O=C1C=C(O)C(=O)C=C1O.O=C1C=C(O)C(=O)C=C1O. The electronic energy comes out at -76472.940 eV. The value obtained for the highest occupied orbital energy is -8.8269 eV. As for the orbital gap: 6.907 eV. The LUMO energy is -0.0706 Eh.